(1)
{
  "formula": "C28H38CsN10OSe4",
  "method": "ωB97M-V with the def2-TZVPD basis set",
  "symbols": ["Cs", "C", "N", "C", "C", "N", "C", "C", "C", "C", "C", "C", "N", "C", "N", "C", "C", "C", "C", "C", "C", "N", "H", "H", "H", "H", "H", "H", "H", "H", "H", "H", "H", "H", "H", "H", "H", "N", "C", "C", "N", "C", "C", "N", "H", "H", "H", "H", "H", "H", "H", "H", "H", "H", "H", "H", "H", "C", "C", "O", "N", "C", "C", "C", "C", "C", "C", "N", "H", "H", "H", "H", "H", "H", "H", "H", "H", "H", "Se", "Se", "Se", "Se"],
  "xyz": [[0.13, 0.09, -0.11], [-2.07, -1.10, 3.22], [-0.68, -1.20, 2.78], [0.18, -1.33, 3.95], [1.62, -1.04, 3.69], [2.14, 0.15, 3.54], [3.50, -0.06, 3.48], [4.55, 0.85, 3.37], [5.84, 0.37, 3.37], [6.11, -1.00, 3.51], [5.08, -1.93, 3.62], [3.78, -1.44, 3.59], [2.55, -2.03, 3.73], [-3.00, -1.19, 2.06], [-3.67, -0.20, 1.55], [-4.35, -0.75, 0.47], [-5.21, -0.16, -0.45], [-5.69, -0.95, -1.48], [-5.33, -2.30, -1.60], [-4.50, -2.91, -0.68], [-4.04, -2.12, 0.36], [-3.21, -2.38, 1.43], [-2.22, -0.13, 3.70], [-2.32, -1.88, 3.95], [-0.59, -2.09, 2.26], [0.10, -2.33, 4.40], [-0.16, -0.61, 4.70], [4.34, 1.92, 3.31], [6.67, 1.06, 3.30], [7.13, -1.34, 3.52], [5.29, -2.98, 3.73], [2.31, -3.01, 3.65], [-5.48, 0.88, -0.37], [-6.35, -0.52, -2.22], [-5.70, -2.88, -2.44], [-4.19, -3.94, -0.79], [-2.64, -3.21, 1.58], [-1.45, 2.85, 0.90], [-2.61, 2.88, 0.00], [-2.20, 3.21, -1.42], [-1.34, 2.17, -1.97], [-1.15, 2.19, -3.41], [-0.59, 0.87, -3.90], [0.68, 0.54, -3.25], [-1.17, 3.78, 1.16], [-1.70, 2.36, 1.75], [-3.04, 1.88, 0.01], [-3.39, 3.57, 0.33], [-3.11, 3.25, -2.04], [-1.74, 4.21, -1.47], [-0.44, 2.21, -1.51], [-2.12, 2.35, -3.88], [-0.50, 3.02, -3.73], [-1.29, 0.07, -3.64], [-0.52, 0.90, -5.00], [0.93, -0.42, -3.45], [1.42, 1.16, -3.55], [3.14, 3.46, 1.00], [3.09, 2.45, -0.13], [2.28, 2.56, -1.04], [3.96, 1.42, -0.03], [3.95, 0.31, -0.98], [3.97, -1.04, -0.29], [5.15, -1.69, 0.00], [5.09, -2.97, 0.55], [3.85, -3.53, 0.80], [2.71, -2.79, 0.49], [2.77, -1.57, -0.03], [2.34, 3.23, 1.70], [2.97, 4.45, 0.59], [4.09, 3.44, 1.54], [4.50, 1.32, 0.82], [4.80, 0.37, -1.67], [3.04, 0.40, -1.55], [6.11, -1.22, -0.22], [6.00, -3.51, 0.78], [3.74, -4.52, 1.21], [1.72, -3.20, 0.67], [-0.59, -3.06, -3.09], [-0.75, -3.08, -0.77], [-0.14, -5.23, 0.10], [-0.31, -4.60, 2.36]],
  "mulliken_charge": [0.3080, -0.9847, 0.6856, -1.1600, 0.4299, -0.7934, 0.7434, -1.0124, -0.3422, -0.6143, -0.8197, 0.3339, 0.0354, 0.2925, -0.6849, 0.6753, -0.5016, -0.5480, -0.5066, -0.7216, 0.2478, 0.1124, 0.4134, 0.2853, -0.3407, 0.4212, 0.4179, 0.6277, 0.4134, 0.3923, 0.4906, 0.2971, 0.4374, 0.3681, 0.3800, 0.3993, 0.1642, -0.3175, -0.1550, -0.8108, 0.3687, -0.8311, -0.7863, -0.2652, 0.1920, 0.1631, -0.1049, 0.3466, 0.4434, 0.2722, -0.0649, 0.4286, 0.2926, 0.2896, 0.3648, 0.2135, 0.1516, -1.2312, 0.7440, -0.5816, 0.0030, -0.5400, 0.2763, -0.6808, -0.4434, -0.7545, -0.4336, 0.5587, 0.2281, 0.3834, 0.3993, 0.0977, 0.3510, 0.0844, 0.4020, 0.4317, 0.4905, 0.3265, -0.6896, 0.0171, -0.3985, -0.5737],
  "de_lowest_ev": 0.427,
  "orbital_gap_ev": 4.7,
  "e_lumo_ev": 1.726,
  "charge": -1,
  "molar_mass_g_mol": 979.43
}

=====

(2)
{
  "formula": "C28H38N4OP2V",
  "method": "ωB97M-V with the def2-TZVPD basis set",
  "symbols": ["V", "C", "C", "C", "C", "C", "C", "C", "C", "C", "H", "H", "H", "H", "H", "H", "H", "H", "H", "H", "H", "H", "H", "H", "H", "P", "P", "N", "N", "N", "N", "C", "C", "C", "C", "C", "C", "C", "C", "C", "C", "C", "C", "C", "C", "C", "C", "C", "C", "H", "H", "H", "H", "H", "H", "H", "H", "H", "H", "H", "H", "H", "H", "H", "H", "H", "H", "H", "H", "C", "O", "H", "H", "H"],
  "xyz": [[-0.11, -0.03, 0.14], [-0.07, -6.68, -5.46], [0.64, -5.58, -5.69], [0.46, -4.62, -6.82], [-0.97, -4.49, -7.40], [-2.05, -4.24, -6.37], [-2.74, -5.17, -5.71], [-2.61, -6.65, -5.86], [-1.22, -7.20, -6.27], [-2.01, 0.77, 0.86], [0.21, -7.36, -4.65], [1.51, -5.36, -5.06], [1.13, -4.88, -7.65], [0.78, -3.62, -6.48], [-0.96, -3.60, -8.06], [-1.19, -5.35, -8.04], [-2.28, -3.18, -6.25], [-3.54, -4.86, -5.03], [-3.34, -7.03, -6.60], [-2.89, -7.13, -4.91], [-1.26, -8.29, -6.10], [-1.07, -7.07, -7.35], [-1.74, 0.18, 1.77], [-3.04, 0.53, 0.57], [-1.91, 1.85, 1.03], [-1.38, 0.21, -1.78], [1.29, -1.02, -1.42], [-2.91, -0.62, -1.77], [-1.79, 1.82, -2.36], [1.29, -2.75, -1.46], [3.01, -0.79, -1.39], [-0.66, -0.55, -3.28], [0.87, -0.60, -3.15], [-3.37, -1.44, -0.74], [-4.63, -1.93, -1.09], [-4.94, -1.40, -2.39], [-3.86, -0.61, -2.79], [-2.50, 2.76, -1.61], [-2.54, 3.96, -2.31], [-1.83, 3.76, -3.54], [-1.36, 2.45, -3.53], [0.87, -3.54, -0.39], [0.77, -4.86, -0.82], [1.14, -4.88, -2.21], [1.47, -3.58, -2.56], [3.97, -1.47, -2.15], [5.20, -0.86, -1.95], [4.99, 0.25, -1.07], [3.65, 0.27, -0.74], [-0.98, 0.02, -4.16], [-1.09, -1.56, -3.33], [1.32, -1.32, -3.84], [1.33, 0.39, -3.33], [-2.79, -1.57, 0.15], [-5.24, -2.57, -0.49], [-5.84, -1.57, -2.96], [-3.69, -0.06, -3.70], [-2.88, 2.50, -0.64], [-3.02, 4.87, -1.98], [-1.67, 4.48, -4.33], [-0.76, 1.93, -4.25], [0.71, -3.09, 0.58], [0.49, -5.72, -0.23], [1.15, -5.73, -2.88], [1.84, -3.18, -3.50], [3.69, -2.33, -2.75], [6.13, -1.17, -2.41], [5.74, 0.95, -0.74], [3.07, 0.93, -0.10], [1.12, 1.48, 2.20], [1.15, 1.02, 0.87], [1.47, 0.70, 2.91], [0.10, 1.78, 2.49], [1.81, 2.32, 2.29]],
  "mulliken_charge": [0.1441, -0.3543, -0.3393, -0.7063, -0.9110, -0.2820, -0.4822, -0.5877, -0.9160, -2.0552, 0.3613, 0.7512, 0.3033, 0.1952, 0.4328, 0.3433, 0.4221, 0.4137, 0.2963, 0.3591, 0.3946, 0.3327, 0.6409, 0.8552, 0.3899, 0.9766, 0.5004, 0.6567, 0.5553, 0.4334, 0.4673, -1.2813, -0.9196, -0.4325, -0.7509, -0.7556, -0.4159, -0.6352, -0.6988, -0.7177, -0.2806, -0.3822, -1.1064, -0.3868, -0.2797, -0.2380, -0.5983, -0.6801, -0.3158, 0.7444, 0.4721, 0.6600, 0.4594, 0.4135, 0.4900, 0.4955, 0.4920, 0.5715, 0.4692, 0.4619, 0.4044, 0.5213, 0.4650, 0.4054, 0.4644, 0.3968, 0.4646, 0.4714, 0.3192, -0.7433, -0.6049, 0.3563, 0.3503, 0.2833],
  "multiplicity": 2,
  "orbital_gap_ev": [3.0, 3.5],
  "e_lumo_ev": [-9.835, -9.330],
  "charge": 2,
  "molar_mass_g_mol": 559.53
}

=====

(3)
{
  "formula": "C28H39AsBrGaN5O4S2",
  "method": "ωB97M-V with the def2-TZVPD basis set",
  "symbols": ["Ga", "Br", "C", "C", "C", "C", "C", "N", "C", "O", "O", "H", "H", "H", "O", "C", "O", "C", "C", "C", "C", "S", "C", "C", "H", "H", "H", "H", "H", "N", "C", "N", "C", "C", "C", "C", "C", "H", "H", "H", "H", "H", "H", "H", "H", "H", "H", "C", "C", "N", "C", "C", "N", "C", "C", "H", "H", "H", "H", "H", "H", "H", "H", "H", "H", "H", "H", "C", "As", "C", "C", "S", "H", "H", "H", "H", "H", "H", "H", "H", "H"],
  "xyz": [[0.48, -0.42, -0.47], [-1.29, -0.77, 3.51], [-0.65, 0.93, 2.97], [-0.35, 1.87, 3.94], [0.01, 3.14, 3.51], [0.02, 3.41, 2.15], [-0.27, 2.39, 1.27], [-0.57, 1.14, 1.67], [-0.39, 2.70, -0.20], [-0.60, 3.81, -0.59], [-0.30, 1.60, -0.95], [-0.43, 1.62, 4.99], [0.26, 3.90, 4.23], [0.24, 4.40, 1.76], [6.60, -2.05, 4.27], [5.26, -1.97, 4.24], [4.59, -2.54, 5.06], [4.64, -1.18, 3.13], [3.48, -0.46, 3.40], [2.81, 0.18, 2.37], [3.26, 0.07, 1.05], [2.36, 0.86, -0.26], [4.45, -0.61, 0.80], [5.14, -1.23, 1.84], [7.00, -1.44, 3.64], [3.12, -0.40, 4.42], [1.92, 0.76, 2.58], [4.84, -0.66, -0.21], [6.04, -1.78, 1.61], [0.69, -1.86, 0.94], [1.28, -2.49, 1.72], [1.90, -3.21, 2.58], [2.91, -4.19, 2.13], [2.39, -5.63, 2.33], [1.13, -5.64, 3.21], [1.35, -4.74, 4.43], [1.51, -3.27, 4.01], [3.81, -4.01, 2.73], [3.15, -3.98, 1.09], [3.17, -6.21, 2.82], [2.19, -6.10, 1.37], [0.91, -6.66, 3.52], [0.27, -5.29, 2.64], [2.23, -5.07, 4.97], [0.51, -4.82, 5.12], [2.30, -2.79, 4.58], [0.59, -2.71, 4.12], [2.67, -2.13, -1.76], [3.17, -3.08, -2.87], [2.10, -3.40, -3.80], [1.62, -2.17, -4.41], [1.11, -1.18, -3.33], [1.24, -1.80, -1.98], [0.46, -3.07, -1.98], [1.01, -4.03, -3.06], [3.21, -1.19, -1.75], [2.76, -2.57, -0.76], [3.56, -4.01, -2.44], [3.99, -2.62, -3.43], [0.83, -2.41, -5.11], [2.44, -1.73, -4.98], [0.07, -0.90, -3.48], [1.68, -0.25, -3.32], [-0.58, -2.82, -2.17], [0.52, -3.51, -0.98], [0.23, -4.31, -3.76], [1.39, -4.95, -2.61], [-2.71, -1.33, -2.75], [-1.94, -0.79, -1.06], [-3.20, 0.44, -0.28], [-2.44, -2.37, 0.01], [-0.97, 1.53, -2.58], [-3.56, -1.98, -2.53], [-2.00, -1.87, -3.37], [-3.03, -0.43, -3.26], [-4.17, -0.05, -0.28], [-3.24, 1.35, -0.88], [-2.90, 0.66, 0.74], [-3.52, -2.36, 0.15], [-1.96, -2.35, 0.99], [-2.16, -3.30, -0.49]],
  "mulliken_charge": [1.4894, -0.0848, -0.1741, -0.6409, -0.5494, -0.9406, 1.0266, 0.3339, 0.0434, -0.5528, -0.6479, 0.5024, 0.4582, 0.5494, -0.4898, 0.4174, -0.5313, 0.7900, -0.5656, -0.1862, 0.1299, -0.4658, -1.1184, -0.7587, 0.3738, 0.4863, 0.3625, 0.5927, 0.4608, -0.0607, -0.0228, 0.9881, -0.2589, -0.8515, -0.6644, -0.7991, -0.2786, 0.2502, -0.0255, 0.3936, 0.3088, 0.4737, 0.1959, 0.3573, 0.4247, 0.1038, 0.0889, 0.6783, -1.0413, -0.1886, -1.0418, -0.2364, -1.0419, 0.3093, -1.0257, 0.5271, -0.7210, 0.4042, 0.3145, 0.3524, 0.2984, 0.2010, 0.5926, -0.2180, 0.3370, 0.3929, 0.2689, -1.2049, 1.2151, -1.1375, -1.1961, -0.2281, 0.4664, 0.3750, 0.4160, 0.5434, 0.3533, 0.2887, 0.5392, 0.1128, 0.3606],
  "de_lowest_ev": 2.984,
  "orbital_gap_ev": 7.5,
  "e_lumo_ev": -2.688,
  "charge": 1,
  "molar_mass_g_mol": 798.33
}

=====

(4)
{
  "formula": "C28H39CrN4O10P2",
  "method": "ωB97M-V with the def2-TZVPD basis set",
  "symbols": ["Cr", "C", "C", "C", "C", "C", "N", "C", "C", "C", "N", "C", "C", "C", "C", "C", "C", "C", "C", "N", "C", "C", "C", "N", "C", "C", "C", "C", "O", "C", "O", "H", "H", "H", "H", "H", "H", "H", "H", "H", "H", "H", "H", "H", "H", "H", "H", "H", "H", "H", "H", "H", "H", "H", "H", "H", "H", "H", "H", "O", "P", "O", "O", "O", "P", "O", "O", "O", "H", "H", "C", "C", "C", "C", "O", "H", "H", "H", "H", "H", "H", "H", "H", "H"],
  "xyz": [[-0.33, 0.22, 0.21], [-0.41, 3.35, -6.33], [-0.14, 2.46, -5.15], [1.02, 1.73, -5.05], [1.27, 0.86, -3.96], [2.50, 0.19, -3.94], [2.94, -0.61, -2.99], [4.30, -1.11, -3.01], [4.54, -2.17, -1.94], [3.76, -3.46, -2.20], [2.35, -3.27, -2.00], [1.42, -4.05, -2.50], [0.08, -3.97, -2.13], [-0.86, -4.87, -2.68], [-2.16, -4.92, -2.25], [-3.13, -5.92, -2.80], [-2.56, -4.05, -1.24], [-1.71, -3.10, -0.68], [-2.22, -2.26, 0.35], [-1.79, -1.13, 0.79], [-2.61, -0.52, 1.80], [-3.32, 0.71, 1.21], [-3.25, 0.76, -0.32], [-1.91, 0.90, -0.89], [-1.91, 1.50, -2.04], [-0.88, 1.56, -3.01], [-1.07, 2.37, -4.12], [0.28, 0.70, -2.91], [0.38, -0.18, -2.02], [-0.34, -3.01, -1.11], [0.45, -2.19, -0.60], [0.34, 3.20, -7.10], [-0.39, 4.39, -6.04], [-1.39, 3.13, -6.75], [1.77, 1.81, -5.82], [3.16, 0.34, -4.79], [2.44, -0.61, -2.10], [4.99, -0.28, -2.83], [4.50, -1.52, -4.01], [4.27, -1.76, -0.97], [5.61, -2.40, -1.92], [4.13, -4.23, -1.51], [3.94, -3.82, -3.22], [2.00, -2.61, -1.28], [1.72, -4.81, -3.21], [-0.53, -5.54, -3.46], [-2.78, -6.32, -3.74], [-4.11, -5.46, -2.95], [-3.26, -6.75, -2.10], [-3.58, -4.10, -0.89], [-3.15, -2.65, 0.81], [-1.95, -0.22, 2.62], [-3.36, -1.23, 2.18], [-2.85, 1.61, 1.60], [-4.37, 0.71, 1.50], [-3.88, 1.59, -0.65], [-3.68, -0.16, -0.74], [-2.84, 1.99, -2.35], [-1.97, 2.97, -4.18], [1.14, 0.40, 3.78], [1.86, -0.29, 2.51], [2.90, -1.23, 2.95], [0.79, -0.82, 1.58], [2.51, 1.00, 1.75], [2.54, 1.03, 0.13], [2.67, -0.55, -0.21], [3.70, 1.75, -0.41], [1.17, 1.48, -0.33], [1.62, 0.10, 4.55], [2.01, -1.00, 0.35], [0.84, 3.32, 2.17], [-0.58, 2.80, 1.84], [-1.44, 3.09, 3.09], [-1.08, 3.61, 0.62], [-0.59, 1.44, 1.59], [0.81, 4.39, 2.35], [1.53, 3.12, 1.35], [1.21, 2.82, 3.06], [-1.23, 4.09, 3.47], [-1.19, 2.36, 3.85], [-2.51, 3.03, 2.88], [-1.00, 4.67, 0.84], [-2.12, 3.37, 0.39], [-0.46, 3.36, -0.23]],
  "mulliken_charge": [-0.4062, -1.6643, 0.3528, -1.1934, 0.5893, -0.0368, 0.8175, -0.8920, -0.2729, -0.9035, 0.6493, -0.1940, 0.0151, -0.8027, 0.2791, -1.7609, -0.6834, 0.8248, -0.6497, 0.6188, -1.2811, 0.6556, -1.7545, 1.9318, -0.5354, 0.4442, -0.8107, 0.2962, 0.6307, 0.3717, -0.8145, 0.3723, 0.3278, 0.3694, 0.3745, 0.4155, -0.9368, 0.3291, 0.4996, 0.0550, 0.4851, 0.2986, 0.4855, -0.1973, 0.4685, 0.4160, 0.3810, 0.3918, 0.3245, 0.4801, 0.2188, 0.2759, 0.5800, -0.8276, 0.6509, 0.7559, 0.2775, 0.2112, 0.5040, -0.6245, 1.0679, -0.8382, -0.3588, -0.4963, 0.9789, -0.6764, -0.8922, -0.6282, 0.3083, 0.1190, -1.8341, 1.4895, -1.6037, -1.5309, 0.6352, 0.6434, 0.2357, 0.3215, 0.4343, 0.2637, 0.3238, 0.5818, 0.1016, 0.1708],
  "multiplicity": 4,
  "orbital_gap_ev": [6.9, 7.0],
  "e_lumo_ev": [-1.009, -1.042],
  "charge": 0,
  "molar_mass_g_mol": 705.58
}